No. 1
26
Properties=species:S:1:pos:R:3:forces:R:3:lowdin_charge:R:1 method="wB97M-V/def2-TZVPD" lumo_energy_ev=1.0 smiles=Cc1ccccc1.CCC total_charge=0 spin_multiplicity=1
C 2.38675 0.67809 -1.61070 0.27 -0.57 -0.90 -0.057
C 1.13375 -0.07565 -1.26533 1.00 0.75 0.23 -0.295
C 1.24936 -1.36134 -0.73246 -0.59 0.26 -0.41 -0.052
C 0.11001 -2.13818 -0.63912 -0.13 -0.28 -0.28 -0.088
C -1.12558 -1.62794 -1.02964 0.04 -0.22 0.48 -0.107
C -1.23118 -0.31225 -1.42051 0.06 0.50 -0.61 -0.098
C -0.09032 0.48534 -1.57201 -1.05 -1.05 0.27 -0.058
H 3.26289 0.36168 -1.04403 -0.17 0.38 0.38 0.076
H 2.25158 1.75061 -1.68444 0.08 0.20 0.48 0.073
H 2.64686 0.37857 -2.63212 0.01 0.03 -0.11 0.084
H 2.23211 -1.74712 -0.49694 -0.02 -0.07 0.07 0.109
H 0.16229 -3.18281 -0.36866 0.13 -0.04 0.26 0.099
H -1.99501 -2.27243 -0.99266 -0.04 0.09 0.01 0.100
H -2.18570 0.09680 -1.73267 -0.06 -0.07 0.16 0.102
H -0.24132 1.47696 -1.97523 0.45 0.12 0.06 0.112
C -0.46249 2.24834 1.70153 -1.11 0.24 0.03 -0.117
C -0.32101 0.98517 2.56572 0.23 1.52 0.47 -0.309
C -1.58699 0.18269 2.63208 -0.64 -0.62 0.03 -0.127
H -1.32761 2.13213 1.04883 0.19 -0.26 -0.52 0.058
H -0.78066 3.11086 2.26471 0.16 0.41 0.61 0.056
H 0.39014 2.56232 1.10429 0.19 -0.34 0.07 0.063
H 0.53680 0.49356 2.19232 0.64 -1.27 -0.51 0.074
H -0.03064 1.27114 3.58208 -0.02 0.06 -0.01 0.099
H -2.02746 0.04354 1.64945 0.02 -0.03 -0.28 0.054
H -1.47638 -0.81905 3.05515 0.26 0.09 0.05 0.071
H -2.35189 0.67477 3.23813 0.10 0.17 0.00 0.075


No. 2
26
Properties=species:S:1:pos:R:3:forces:R:3:lowdin_charge:R:1 method="wB97M-V/def2-TZVPD" lumo_energy_ev=1.0 smiles=CCc1ccccc1.CC total_charge=0 spin_multiplicity=1
C 0.41936 0.95862 2.96665 0.04 0.76 -0.43 -0.089
C 1.04749 0.64320 1.58794 0.95 -0.22 0.42 -0.207
C 0.22822 1.04523 0.38877 -0.05 -0.24 0.18 -0.257
C 0.81275 1.78418 -0.62565 -0.76 1.28 0.24 -0.055
C 0.07341 2.23958 -1.72667 1.15 -0.41 0.92 -0.083
C -1.25838 1.90112 -1.82271 0.23 -0.36 -0.45 -0.098
C -1.88224 1.23833 -0.76052 0.11 1.13 -0.59 -0.090
C -1.14994 0.80353 0.31875 0.35 -0.75 0.11 -0.071
H -0.57284 1.39584 2.81671 -0.11 -0.54 0.18 0.064
H 0.94567 1.77778 3.47013 0.23 -0.35 0.01 0.069
H 0.40375 0.08187 3.61267 -0.22 0.17 0.04 0.068
H 2.03352 1.11712 1.49127 -0.27 0.33 0.08 0.102
H 1.37962 -0.40677 1.58682 -0.68 -0.03 -0.32 0.103
H 1.74239 2.30995 -0.44866 0.48 -0.63 -0.06 0.107
H 0.67142 2.90562 -2.34121 -0.71 -0.18 -0.71 0.102
H -1.79115 2.02277 -2.75515 -0.30 0.66 0.14 0.098
H -2.95482 1.34429 -0.77170 -0.34 -1.03 0.11 0.102
H -1.60938 0.15653 1.06215 -0.10 0.45 0.18 0.118
C 0.15281 -2.19200 -0.75158 -0.56 -0.51 0.56 -0.167
C 0.21622 -3.64627 -1.27172 0.63 0.47 0.26 -0.157
H 1.13252 -1.72826 -0.67618 -0.03 0.19 -0.29 0.059
H -0.54319 -1.62226 -1.36066 0.36 0.37 -0.21 0.056
H -0.28166 -2.12493 0.25660 0.13 -0.23 -0.15 0.060
H 0.07897 -4.37974 -0.47538 -0.27 0.02 -0.17 0.059
H 1.20059 -3.85368 -1.69306 0.01 0.01 -0.07 0.056
H -0.49511 -3.77163 -2.07760 -0.27 -0.35 0.04 0.054


No. 3
26
Properties=species:S:1:pos:R:3:forces:R:3:lowdin_charge:R:1 method="wB97M-V/def2-TZVPD" lumo_energy_ev=0.9 smiles=Cc1ccccc1.CCC total_charge=0 spin_multiplicity=1
C -0.22301 2.70742 1.57321 2.42 -0.75 2.43 -0.087
C -0.81029 2.12337 0.41296 -4.32 -2.42 -2.82 -0.276
C -2.18211 1.60155 0.48950 -1.07 0.66 1.04 -0.044
C -2.84315 1.05007 -0.60832 -0.25 -0.83 -1.11 -0.132
C -2.21355 1.01296 -1.85898 0.56 0.06 -3.40 -0.125
C -0.92784 1.54582 -2.03860 -0.61 -0.42 1.15 -0.105
C -0.28033 1.98812 -0.88111 1.30 0.04 0.53 -0.073
H 0.20620 2.00422 2.34918 -0.52 0.30 -0.97 0.113
H -0.86867 3.31210 2.11299 -2.00 0.80 1.05 0.056
H 0.54198 3.42242 1.43321 1.33 0.48 -0.94 0.068
H -2.94176 1.66895 1.38969 2.34 0.07 -1.28 0.140
H -3.86340 0.57123 -0.58831 1.17 0.84 0.53 0.113
H -2.60842 0.62898 -2.91025 -0.05 0.53 2.80 0.135
H -0.39285 1.57124 -3.01569 -0.61 -0.20 0.97 0.111
H 0.78804 2.09131 -0.98864 0.33 0.79 0.04 0.101
C 0.52149 -2.22149 0.78268 -1.83 0.90 0.19 -0.146
C 1.51996 -3.03124 0.02147 3.12 -1.25 -0.70 -0.307
C 2.97543 -2.34454 -0.14877 -2.46 0.50 1.92 -0.090
H 0.72552 -1.12064 0.89098 -0.20 -0.83 -1.10 0.070
H 0.57343 -2.46025 1.84994 -0.38 -0.56 -0.12 0.063
H -0.53591 -2.40397 0.36630 1.46 0.52 0.95 0.095
H 1.70997 -3.97998 0.49775 0.18 -0.19 1.40 0.072
H 1.24886 -3.60939 -0.89364 -0.45 1.78 -0.27 0.101
H 3.83138 -2.77093 0.34418 0.53 -1.51 -1.15 0.056
H 2.98960 -1.87253 -1.08975 1.03 -0.09 -1.44 0.043
H 3.05941 -1.48483 0.50801 -1.03 0.77 0.33 0.045


No. 4
26
Properties=species:S:1:pos:R:3:forces:R:3:lowdin_charge:R:1 method="wB97M-V/def2-TZVPD" lumo_energy_ev=1.0 smiles=Cc1ccccc1.CCC total_charge=0 spin_multiplicity=1
C -0.69911 -2.39094 -0.97368 -1.69 0.17 0.57 -0.061
C 0.40939 -1.40063 -0.91786 1.42 -0.21 -1.49 -0.287
C 0.71452 -0.62023 -2.05648 -0.46 -0.66 1.49 -0.049
C 1.86248 0.14803 -2.07045 -0.20 0.75 -0.64 -0.097
C 2.76168 0.17250 -1.00854 -0.89 -0.56 0.06 -0.089
C 2.52530 -0.69697 0.06424 0.81 0.73 -1.10 -0.091
C 1.37321 -1.46086 0.08347 -0.42 -0.15 0.84 -0.081
H -1.12535 -2.54520 -1.96574 0.44 0.04 -0.18 0.077
H -1.57808 -2.03772 -0.40752 0.25 -0.01 0.10 0.073
H -0.46681 -3.36557 -0.54899 0.31 0.03 -0.03 0.080
H -0.00153 -0.65213 -2.86624 0.22 0.19 -0.27 0.106
H 2.00099 0.74302 -2.96868 0.33 0.15 0.21 0.100
H 3.59997 0.85196 -0.98152 0.19 -0.14 -0.23 0.097
H 3.38656 -0.78498 0.71593 -0.59 -0.21 0.73 0.102
H 1.14995 -2.09569 0.93648 0.27 -0.14 -0.05 0.114
C -2.66899 1.05243 1.16268 0.86 -1.38 0.65 -0.123
C -1.55524 2.08149 1.16459 -0.01 0.64 -0.20 -0.316
C -0.25601 1.50949 1.69128 1.48 -0.22 0.69 -0.130
H -2.93722 0.74809 2.17913 -0.38 0.52 0.08 0.074
H -2.20710 0.10801 0.83238 -0.36 0.18 -0.57 0.052
H -3.54604 1.27689 0.56690 -0.04 0.16 0.01 0.067
H -1.37125 2.38381 0.13281 -0.05 0.13 -0.09 0.098
H -1.87732 2.97930 1.70021 0.17 0.00 0.01 0.098
H 0.69570 2.03291 1.50716 -0.58 0.48 -0.84 0.071
H -0.10020 1.43752 2.77552 -1.03 -0.36 0.09 0.073
H -0.08948 0.52546 1.25292 -0.05 -0.12 0.14 0.043


No. 5
26
Properties=species:S:1:pos:R:3:forces:R:3:lowdin_charge:R:1 method="wB97M-V/def2-TZVPD" lumo_energy_ev=1.0 smiles=Cc1ccccc1.CCC total_charge=0 spin_multiplicity=1
C 0.45262 1.26741 3.40779 0.17 -0.01 -0.15 -0.063
C 0.20422 1.63901 1.94975 -0.12 -0.68 0.54 -0.313
C -0.48789 0.73912 1.14049 0.21 0.18 -0.02 -0.056
C -0.53792 0.90219 -0.25606 -1.79 -2.36 0.50 -0.108
C 0.11694 1.89185 -0.93081 1.12 0.46 1.79 -0.102
C 0.78691 2.77908 -0.07893 0.34 2.95 0.76 -0.083
C 0.78827 2.75079 1.35961 -0.24 -1.14 -2.50 -0.048
H 0.04443 0.27775 3.66287 0.48 -0.06 -0.56 0.062
H -0.15914 1.86559 4.12662 1.28 0.34 -0.42 0.086
H 1.59653 1.24550 3.46603 -1.73 0.27 0.90 0.108
H -0.90338 -0.13008 1.68115 -0.05 0.43 -0.84 0.112
H -1.16990 0.16009 -0.79226 0.72 0.53 0.20 0.096
H 0.24272 1.87438 -1.99552 -0.26 0.38 -0.28 0.098
H 1.20894 3.74679 -0.48082 -0.13 -1.41 0.08 0.110
H 1.33692 3.48805 1.92342 0.00 0.13 0.00 0.103
C -1.31767 -3.97195 -2.27841 -0.88 -3.86 1.80 -0.174
C -0.70053 -2.71172 -1.97558 1.25 2.98 1.47 -0.363
C 0.78966 -3.01927 -1.64873 1.35 3.48 -0.67 -0.135
H -2.03281 -4.27697 -1.43847 1.12 0.02 -0.97 0.102
H -1.92204 -3.97375 -3.12791 -0.89 -0.06 -1.63 0.043
H -0.50449 -4.76627 -2.37820 -1.41 0.69 -0.02 0.096
H -0.71733 -2.03061 -2.83458 0.16 -0.10 0.04 0.099
H -1.31144 -2.14468 -1.19396 1.20 -0.72 -0.61 0.106
H 1.28625 -3.14566 -2.66301 -0.42 -1.03 1.46 0.096
H 1.41624 -2.14435 -1.28796 -1.12 -0.08 -0.44 0.069
H 1.02079 -3.64481 -0.80217 -0.37 -1.32 -0.41 0.061


No. 6
26
Properties=species:S:1:pos:R:3:forces:R:3:lowdin_charge:R:1 method="wB97M-V/def2-TZVPD" lumo_energy_ev=1.0 smiles=Cc1ccccc1.CCC total_charge=0 spin_multiplicity=1
C 2.05399 -2.45129 0.22213 -0.09 -0.47 -0.58 -0.058
C 1.71752 -1.04016 0.56108 0.73 1.43 0.16 -0.287
C 1.13709 -0.67732 1.76459 -1.32 0.04 0.19 -0.064
C 0.87187 0.65319 2.10626 0.16 -0.21 -0.44 -0.089
C 1.30137 1.67153 1.27028 0.81 -0.05 0.19 -0.104
C 1.99363 1.35233 0.09955 -0.41 0.08 0.49 -0.095
C 2.14375 0.02746 -0.25584 -0.01 -1.03 -0.37 -0.060
H 2.12988 -2.62361 -0.85407 -0.21 0.23 -0.06 0.076
H 1.29249 -3.13407 0.59308 0.10 -0.13 0.17 0.077
H 3.03949 -2.75070 0.58590 -0.13 0.08 0.38 0.086
H 0.66845 -1.42512 2.39508 0.40 -0.23 0.12 0.109
H 0.32005 0.85897 3.01337 0.08 0.09 0.05 0.100
H 1.26013 2.71250 1.56190 -0.38 0.01 0.04 0.099
H 2.40359 2.17324 -0.47236 -0.03 -0.18 -0.34 0.101
H 2.56594 -0.27978 -1.20773 0.26 0.38 -0.01 0.108
C -2.71354 1.40230 -0.39558 0.82 1.19 0.95 -0.137
C -1.75494 0.22959 -0.61996 -1.80 0.02 -0.44 -0.302
C -2.20518 -0.37161 -1.95428 1.55 -1.23 -0.55 -0.136
H -3.78369 1.24027 -0.50463 0.02 -0.69 0.24 0.065
H -2.52917 2.22016 -1.10347 0.30 -0.21 -0.08 0.071
H -2.50435 1.84140 0.58975 -0.36 0.03 -0.07 0.064
H -0.72600 0.58100 -0.57869 0.07 0.03 -0.50 0.078
H -1.79999 -0.51774 0.17661 -0.36 0.08 0.04 0.097
H -3.26084 -0.59011 -2.10003 -0.25 0.49 0.55 0.066
H -1.87388 0.25980 -2.78253 -0.12 0.00 -0.01 0.071
H -1.74765 -1.36224 -2.11042 0.18 0.27 -0.10 0.064


No. 7
26
Properties=species:S:1:pos:R:3:forces:R:3:lowdin_charge:R:1 method="wB97M-V/def2-TZVPD" lumo_energy_ev="-4.2 / -8.2" s2=0.767 total_charge=+1 spin_multiplicity=2
C 1.14635 2.34644 0.54458 0.23 -2.19 -2.38 -0.138
C 1.08366 2.78849 -0.93001 2.06 -2.74 -0.72 -0.148
H 0.18053 2.37552 0.98894 -0.86 0.89 0.63 0.045
H 1.17653 1.23230 0.36450 1.22 0.64 1.16 0.050
H 1.92532 2.84995 1.09036 0.21 -0.41 0.47 0.076
H 0.40735 2.08973 -1.43404 -0.33 0.45 -0.07 0.044
H 2.07676 2.62478 -1.57434 -1.92 0.92 1.83 0.127
H 0.69502 3.73695 -0.88600 -0.59 2.50 -1.00 0.029
C 0.82440 -2.06054 -0.45886 0.10 -0.88 0.59 -0.116
C 0.32508 -2.47167 -1.87327 1.36 0.76 -0.33 -0.085
C 0.00425 -0.96333 0.26091 0.58 -2.65 -3.78 -0.160
C 0.11885 -0.74181 1.57261 0.88 1.01 6.07 -0.020
C -1.09359 -0.43834 -0.47659 0.04 -0.02 0.72 0.017
C -0.89852 -0.13538 2.30194 0.19 -0.76 -2.86 0.020
C -2.16077 0.00856 0.20799 -2.39 2.21 -0.78 -0.016
C -2.05544 0.20969 1.59792 -2.67 -0.64 0.29 0.031
H 0.96395 -2.97435 0.24151 -0.48 1.46 -0.92 0.165
H 1.86867 -1.70662 -0.55426 -0.25 0.15 0.10 0.141
H -0.54813 -3.04595 -1.97719 -1.74 -0.38 0.75 0.067
H 0.94629 -1.08445 2.25235 -0.55 0.01 -1.39 0.170
H -0.95658 -0.60619 -1.49526 -0.82 0.24 -1.58 0.089
H -0.90450 -0.16813 3.32215 0.25 0.32 2.55 0.101
H -3.19570 0.42574 -0.15186 2.39 -1.25 -0.24 0.172
H -3.11118 0.41779 1.99512 2.19 0.16 0.40 0.164
H 0.98058 -3.14103 -2.44672 0.69 0.52 0.59 0.095
H 0.20082 -1.56816 -2.48248 0.20 -0.34 -0.12 0.078


No. 8
26
Properties=species:S:1:pos:R:3:forces:R:3:lowdin_charge:R:1 method="wB97M-V/def2-TZVPD" lumo_energy_ev="-4.2 / -8.2" s2=0.767 total_charge=+1 spin_multiplicity=2
C -0.93544 1.25401 -1.18151 0.05 -0.41 0.66 -0.170
C -0.82680 2.28960 -2.30349 -0.97 0.88 0.00 -0.065
C 0.38714 1.08258 -0.49219 -2.06 -0.87 -0.21 -0.131
C 0.43791 1.10316 0.95118 -1.00 0.78 -0.81 0.022
C 1.51644 0.84395 -1.27791 2.67 -0.83 0.80 0.042
C 1.61238 1.03798 1.59673 1.03 -0.44 -0.04 0.006
C 2.69764 0.60093 -0.57484 0.33 0.63 -1.35 0.001
C 2.76732 0.69508 0.80963 -0.76 0.91 1.27 0.052
H -1.74257 1.44801 -0.46011 0.45 0.57 0.02 0.124
H -1.32806 0.28401 -1.53419 0.69 -0.09 -0.32 0.150
H -0.96624 1.92901 -3.31880 0.37 -0.35 0.07 0.088
H -0.54013 1.33046 1.36614 0.40 -0.08 0.60 0.134
H 1.52812 0.76394 -2.35833 -0.33 0.28 0.09 0.145
H 1.76831 1.24657 2.64545 -0.35 -0.23 0.10 0.131
H 3.69286 0.52738 -1.02021 -0.63 -0.44 -0.55 0.135
H 3.72704 0.64367 1.31303 -0.05 -0.21 -0.12 0.137
H 0.06587 2.91506 -2.22318 -0.03 -0.22 -0.13 0.087
H -1.66784 2.97591 -2.15961 0.15 0.06 -0.04 0.091
C -1.78042 -3.41974 1.74641 0.76 -0.18 1.82 -0.164
C -1.31601 -2.38832 0.75617 0.44 0.99 -1.00 -0.195
H -2.84769 -3.65544 1.70744 0.32 -0.08 -0.29 0.075
H -1.15234 -4.31336 1.82437 -0.41 -0.19 -0.84 0.070
H -1.59632 -3.04767 2.77235 -0.36 0.24 -0.34 0.070
H -1.77943 -2.45555 -0.23235 -0.25 -0.09 0.18 0.065
H -0.24967 -2.31167 0.51461 0.18 -0.84 0.37 0.058
H -1.47207 -1.37957 1.13319 -0.65 0.21 0.07 0.041


No. 9
26
Properties=species:S:1:pos:R:3:forces:R:3:lowdin_charge:R:1 method="wB97M-V/def2-TZVPD" lumo_energy_ev="-4.2 / -8.0" s2=0.767 total_charge=+1 spin_multiplicity=2
C 0.35720 2.15700 -0.29014 -0.61 0.66 1.81 -0.140
C -1.03370 1.82597 -0.93398 0.66 -0.77 0.73 -0.040
C 0.87653 0.95324 0.40063 0.00 -0.32 -1.96 -0.149
C 0.28492 0.61393 1.65441 0.74 -0.30 2.75 0.015
C 1.90557 0.13028 -0.21126 -1.02 0.39 2.52 0.060
C 0.83806 -0.35579 2.48880 -0.65 1.24 -1.82 0.009
C 2.35070 -0.86423 0.61779 0.64 -0.07 -2.58 -0.009
C 1.74062 -1.17224 1.82937 0.43 -1.39 1.41 0.023
H 1.08334 2.61350 -0.94772 0.05 0.14 -0.10 0.124
H 0.14999 2.77792 0.63014 0.17 0.33 -1.30 0.145
H -0.95092 1.59076 -2.00074 -0.05 0.06 0.48 0.091
H -0.44459 1.21638 2.20107 -0.16 0.30 -1.03 0.149
H 2.30803 0.35449 -1.18282 0.08 0.03 -0.10 0.138
H 0.54686 -0.50965 3.51665 -0.24 -0.11 -0.11 0.135
H 3.12789 -1.48516 0.19415 0.09 -0.35 0.44 0.133
H 1.92864 -2.13901 2.29170 0.42 0.09 -0.12 0.144
H -1.80835 2.54162 -0.74993 0.00 0.87 -0.03 0.084
H -1.32066 0.95841 -0.33000 -0.63 -0.02 -0.80 0.043
C -1.23875 -1.23039 -1.85051 0.62 0.43 0.26 -0.148
C -1.69507 -1.65747 -0.43320 -0.89 1.24 -0.60 -0.133
H -0.61977 -0.30449 -1.77179 -1.07 -0.63 -0.39 0.022
H -0.56107 -1.84455 -2.42415 -0.01 -0.97 0.21 0.060
H -2.16392 -1.13865 -2.43612 0.70 0.56 -0.20 0.081
H -1.49141 -2.66142 -0.09675 0.07 -0.24 -0.04 0.065
H -2.77910 -1.45321 -0.48097 0.26 -0.75 0.49 0.078
H -1.39104 -0.91724 0.31539 0.41 -0.42 0.09 0.022


No. 10
26
Properties=species:S:1:pos:R:3:forces:R:3:lowdin_charge:R:1 method="wB97M-V/def2-TZVPD" lumo_energy_ev="-4.3 / -8.4" s2=0.767 total_charge=+1 spin_multiplicity=2
C 1.28875 -1.00013 -3.44114 1.27 -0.96 -0.93 -0.197
C 0.32051 0.14409 -3.71848 -0.35 -0.73 0.00 -0.169
H 2.01187 -0.89486 -2.61314 -0.16 0.54 -0.38 0.053
H 0.71339 -1.90751 -3.14273 0.49 0.36 -0.70 0.046
H 1.92046 -1.17958 -4.40113 -1.16 -0.18 1.77 0.103
H -0.62136 -0.36690 -3.98440 0.25 0.76 -0.45 0.076
H 0.68436 0.82565 -4.49774 -0.33 -0.24 0.24 0.075
H 0.08462 0.70585 -2.83127 -0.01 0.47 0.40 0.030
C 0.14919 1.79729 1.59904 -6.57 0.24 1.52 -0.120
C -0.53675 2.64521 2.82384 2.75 0.24 0.30 -0.072
C -0.22823 0.33526 1.52137 1.36 3.04 -1.93 -0.165
C -0.73290 -0.47467 2.47513 -0.09 -1.10 3.31 0.019
C 0.01475 -0.13941 0.19622 0.61 -1.78 -0.30 0.007
C -0.83071 -1.83185 2.13128 -2.02 -0.55 2.23 0.010
C -0.16954 -1.43135 -0.10565 -0.01 -4.74 -2.76 -0.033
C -0.69899 -2.37415 0.83328 0.66 0.25 -1.08 0.056
H -0.38905 2.21251 0.66784 1.55 -0.35 1.00 0.159
H 1.13206 2.01665 1.73055 3.10 0.36 -0.52 0.093
H -1.47516 2.36268 3.27596 -0.66 -0.29 -0.82 0.050
H -0.82883 0.02447 3.55743 -0.14 -1.80 -2.47 0.188
H 0.58915 0.39706 -0.50488 0.23 1.21 -0.62 0.114
H -1.21428 -2.58749 2.82846 0.37 0.69 0.38 0.133
H 0.14117 -2.06134 -1.07741 -0.56 2.56 1.76 0.156
H -0.90942 -3.49941 0.54678 0.44 2.61 0.85 0.185
H -0.56263 3.67502 2.34824 -0.13 -1.04 1.28 0.093
H 0.14759 2.60690 3.78257 -0.88 0.46 -2.09 0.110


Values of E, in order: -10629.263, -10628.734, -10626.972, -10629.043, -10627.878, -10629.255, -10618.698, -10620.201, -10619.626, -10618.428, all in eV.
Values of M, in order: 136.24, 136.24, 136.24, 136.24, 136.24, 136.24, 136.24, 136.24, 136.24, 136.24, all in g/mol.
Values of energy relative to the best compared isomer or geometry (same formula, charge and spin), in order: 0.481, 1.009, 2.772, 0.701, 1.866, 0.489, 2.175, 0.672, 1.248, 2.445, all in eV.